Density functional theory data (the ωB97M-V functional and the def2-TZVPD basis) for a 13-piece molecular cluster, C77H143N5O29 overall.

Results
HOMO level (spin up / spin down): -9.165 / -9.165 eV
Multiplicity: 2
DFT total energy: -148974.6373 eV
Largest force on an atom: 0.14693 hartree/bohr
<S²>: 0.7542
HOMO-LUMO gap (spin up / spin down): 6.62 / 2.63 eV
Total charge: +1

Element x y z (Å)
C1 3.7269 0.5969 -3.1016
C2 4.5892 1.7365 -3.3201
C3 4.5926 2.8527 -2.2447
O1 5.9765 3.1505 -2.3808
C4 6.6823 2.3107 -3.0296
O2 7.8701 2.3488 -3.3283
O3 5.9615 1.3213 -3.3243
H1 3.8702 0.2271 -2.0864
H2 3.9168 -0.2030 -3.8173
H3 2.6904 0.7524 -3.4010
H4 4.3141 2.1820 -4.2761
H5 4.3538 2.3848 -1.2897
H6 3.9564 3.6552 -2.6181
C5 2.5161 -0.7035 8.6967
C6 2.7052 0.1018 7.3899
C7 2.4088 -0.7015 6.1069
O4 1.2220 -0.0824 5.6851
C8 0.8186 0.9369 6.4537
O5 -0.1315 1.6705 6.2795
O6 1.5742 0.9998 7.4895
H7 2.5611 0.0479 9.4850
H8 3.3412 -1.3910 8.8830
H9 1.5239 -1.1244 8.8595
H10 3.6270 0.6623 7.2342
H11 2.1112 -1.7082 6.4003
H12 3.2617 -0.6450 5.4305
C9 6.2899 4.4308 1.0115
C10 7.0702 3.0916 1.0032
C11 8.1761 2.9130 2.0144
O7 7.8791 1.7147 2.6416
C12 6.7672 1.2178 2.2801
O8 6.2734 0.1781 2.5938
O9 6.1834 2.0604 1.4287
H13 5.5650 4.3933 0.1983
H14 6.9847 5.2097 0.6973
H15 5.6597 4.5843 1.8875
H16 7.4337 2.7035 0.0517
H17 8.1914 3.7726 2.6845
H18 9.0934 2.9540 1.4271
C13 0.2268 8.4214 4.3843
C14 -0.3774 8.0981 2.9913
C15 -0.7745 6.6540 2.7083
O10 -2.0480 6.6735 2.1838
C16 -2.6047 7.9410 2.2359
O11 -3.6422 8.4347 1.8109
O12 -1.6748 8.6728 2.7993
H19 0.3241 7.6356 5.1333
H20 -0.2814 9.2879 4.8074
H21 1.1680 8.9328 4.1829
H22 0.2377 8.4022 2.1444
H23 -0.8664 6.1548 3.6729
H24 -0.1027 6.1297 2.0285
C17 0.1932 6.8456 -0.6448
C18 -0.9321 6.1876 -1.5043
C19 -1.9625 7.1263 -2.0725
O13 -1.8616 7.0412 -3.5040
C20 -0.9472 6.1555 -3.7371
O14 -0.4668 5.8923 -4.8671
O15 -0.4212 5.5230 -2.6195
H25 0.8183 7.3816 -1.3590
H26 0.7021 5.9568 -0.2717
H27 -0.0872 7.4075 0.2461
H28 -1.3608 5.4044 -0.8790
H29 -2.0073 8.1728 -1.7708
H30 -2.9726 6.7417 -1.9313
C21 4.0534 -4.0271 -5.9649
C22 2.9205 -2.9046 -5.7186
C23 1.5263 -3.5417 -5.4919
O16 1.0353 -3.0932 -4.3404
C24 1.9770 -2.5124 -3.6737
O17 2.0256 -1.9673 -2.5700
O18 3.0559 -2.4589 -4.3872
H31 4.8043 -4.1478 -5.1840
H32 4.6511 -3.9435 -6.8725
H33 3.7438 -5.0633 -5.8283
H34 2.9962 -2.0151 -6.3441
H35 1.6833 -4.6124 -5.3609
H36 0.8889 -3.2926 -6.3403
C25 -4.3315 -1.7834 2.9143
C26 -5.5395 -2.5357 2.3355
C27 -5.2600 -3.3950 1.1204
O19 -5.7613 -4.6717 1.6268
C28 -6.1689 -4.5535 2.8808
O20 -6.7663 -5.4716 3.4797
O21 -6.0570 -3.3510 3.3484
H37 -3.9082 -1.0757 2.2015
H38 -3.5779 -2.5708 2.9085
H39 -4.3177 -1.4298 3.9453
H40 -6.4558 -1.9490 2.2697
H41 -4.1963 -3.4267 0.8847
H42 -5.9427 -3.1301 0.3130
C29 -2.9626 2.5112 4.2315
C30 -3.5067 3.7826 4.9841
C31 -3.7202 4.9809 4.1472
O22 -4.9622 5.5027 4.5126
C32 -5.5964 4.6569 5.3297
O23 -6.6858 4.7719 5.8987
O24 -4.8725 3.5130 5.4035
H43 -3.5119 2.4204 3.2944
H44 -3.1727 1.5995 4.7907
H45 -1.8767 2.5943 4.1852
H46 -3.0495 4.0440 5.9385
H47 -3.5667 4.6212 3.1298
H48 -2.9258 5.6878 4.3865
C33 -2.3898 -6.9089 0.2921
C34 -1.4803 -6.9587 1.5636
C35 -0.5190 -8.2410 1.6283
C36 0.6492 -8.1662 0.8237
C37 1.4895 -6.8936 1.0054
C38 0.6720 -5.5414 1.0412
N1 -0.6236 -5.7271 1.7531
O25 -1.3713 -4.4868 1.7652
C39 1.5410 -4.5403 1.7494
C40 0.4777 -5.1434 -0.4635
C41 -2.3578 -7.1457 2.8009
H49 -2.9622 -7.8261 0.1538
H50 -1.8380 -6.9204 -0.6478
H51 -3.0202 -6.0197 0.2822
H52 -0.1302 -8.4223 2.6303
H53 -1.1434 -9.0628 1.2777
H54 0.2994 -8.1805 -0.2086
H55 1.2014 -9.1013 0.9172
H56 2.3331 -6.9470 0.3172
H57 1.9419 -7.0374 1.9866
H58 2.4363 -4.1486 1.2666
H59 0.8525 -3.6975 1.8117
H60 1.6565 -4.8906 2.7751
H61 1.3437 -4.6693 -0.9254
H62 -0.0528 -5.8372 -1.1158
H63 -0.2235 -4.3118 -0.3946
H64 -2.9023 -6.2828 3.1843
H65 -1.7842 -7.5855 3.6167
H66 -3.0826 -7.9106 2.5221
H67 -1.0852 -4.1112 2.6011
C42 -2.7159 -3.0584 -4.3852
C43 -3.3166 -3.7439 -3.1201
C44 -3.8580 -2.7637 -2.0317
C45 -5.3219 -2.3187 -2.2294
C46 -6.2617 -3.5410 -2.2839
C47 -5.8866 -4.4285 -3.4494
N2 -4.4283 -4.6980 -3.3382
O26 -3.9512 -5.8270 -4.1031
C48 -6.6431 -5.7649 -3.3632
C49 -6.2091 -3.7409 -4.7589
C50 -2.1537 -4.4268 -2.3556
H68 -2.2995 -3.8564 -4.9999
H69 -1.9446 -2.4668 -3.8920
H70 -3.2932 -2.4382 -5.0709
H71 -3.5340 -3.0290 -1.0253
H72 -3.2037 -1.9276 -2.2786
H73 -5.4719 -1.6636 -3.0876
H74 -5.6956 -1.6645 -1.4417
H75 -7.2616 -3.1495 -2.4713
H76 -6.4281 -4.1168 -1.3735
H77 -6.4578 -6.4380 -4.2003
H78 -6.2892 -6.2583 -2.4580
H79 -7.7305 -5.8404 -3.3609
H80 -7.1750 -3.2400 -4.8241
H81 -5.5184 -2.9138 -4.9226
H82 -6.0308 -4.3863 -5.6190
H83 -2.3227 -4.7792 -1.3381
H84 -1.2693 -3.7911 -2.4007
H85 -1.8776 -5.2799 -2.9754
H86 -3.5500 -6.3409 -3.3985
C51 -5.7551 5.7932 1.1113
C52 -5.7626 5.3207 -0.3560
C53 -4.4008 4.6441 -0.5507
C54 -4.1708 3.9625 -1.8206
C55 -5.0764 2.8137 -1.9591
C56 -6.5408 3.2550 -1.6683
N3 -6.7971 4.2564 -0.6022
O27 -8.0680 4.5865 -0.3179
C57 -7.1372 3.7549 -2.9595
C58 -7.3621 1.9335 -1.3860
C59 -5.8243 6.5156 -1.2510
H87 -4.9994 6.5328 1.3758
H88 -5.6165 4.8824 1.6940
H89 -6.7185 6.1855 1.4368
H90 -3.6108 5.3811 -0.4062
H91 -4.1859 3.9311 0.2452
H92 -3.1708 3.5656 -1.9955
H93 -4.3418 4.6760 -2.6267
H94 -4.7234 1.9661 -1.3717
H95 -4.9454 2.4847 -2.9899
H96 -7.4722 2.8750 -3.5088
H97 -8.1237 4.1859 -2.7889
H98 -6.5716 4.5841 -3.3843
H99 -7.4718 1.2507 -2.2286
H100 -6.7831 1.5213 -0.5596
H101 -8.3770 2.1550 -1.0559
H102 -6.5856 7.2560 -1.0051
H103 -5.9430 6.4294 -2.3311
H104 -4.8760 7.0479 -1.1767
H105 -8.1306 4.3905 0.6198
C60 5.3438 -1.8489 -1.2900
C61 6.7452 -2.3748 -0.9499
C62 6.7656 -3.6569 -1.8096
C63 8.2696 -4.0746 -2.0331
C64 9.0104 -2.9381 -2.7120
C65 9.0930 -1.6205 -1.8748
N4 7.6753 -1.3540 -1.5896
O28 7.4363 -0.0322 -1.0050
C66 9.8745 -1.8288 -0.5717
C67 9.6385 -0.5179 -2.7941
C68 6.9059 -2.8199 0.4903
H106 5.1687 -0.9368 -0.7194
H107 4.6514 -2.6122 -0.9351
H108 5.2194 -1.7522 -2.3686
H109 6.2747 -4.4835 -1.2959
H110 6.1742 -3.6893 -2.7246
H111 8.4013 -5.0199 -2.5596
H112 8.6887 -4.2499 -1.0423
H113 8.6799 -2.6452 -3.7085
H114 10.0152 -3.2431 -3.0043
H115 10.0493 -0.8882 -0.0494
H116 9.4338 -2.5376 0.1294
H117 10.7808 -2.3556 -0.8702
H118 9.9541 0.3786 -2.2604
H119 10.3557 -0.9725 -3.4775
H120 8.8171 -0.1704 -3.4208
H121 7.3965 -2.1369 1.1837
H122 7.6912 -3.5343 0.7375
H123 5.9301 -3.0831 0.8984
H124 6.8598 0.3889 -1.6468
C69 2.6841 1.4594 1.0968
C70 1.3835 0.7733 1.5396
C71 0.6708 1.8125 2.4074
C72 -0.0051 2.9386 1.6403
C73 -0.9446 2.2341 0.7591
C74 -0.4902 1.0266 -0.1485
N5 0.4404 0.1780 0.5255
O29 0.7365 -1.1356 -0.0614
C75 -1.7333 0.1367 -0.3865
C76 0.2508 1.6774 -1.3685
C77 1.7309 -0.3734 2.3857
H125 3.2917 1.8829 1.8965
H126 2.5420 2.0609 0.1990
H127 3.3314 0.6692 0.7166
H128 -0.1007 1.4654 3.0947
H129 1.4020 2.3009 3.0515
H130 0.6550 3.5111 0.9886
H131 -0.5762 3.6122 2.2791
H132 -1.3621 3.0781 0.2100
H133 -1.8233 1.9485 1.3373
H134 -1.9711 -0.3161 0.5761
H135 -2.6897 0.6034 -0.6223
H136 -1.5855 -0.6994 -1.0700
H137 0.9811 2.4386 -1.0939
H138 0.8858 0.9238 -1.8341
H139 -0.4938 2.0427 -2.0758
H140 2.2321 0.0966 3.2319
H141 2.3196 -1.0873 1.8096
H142 0.8231 -0.8595 2.7429
H143 1.2731 -0.9586 -0.8374